(1)
C35H26AuN3O2P | ωB97M-V with the def2-TZVPD basis set

Summary:
**Gap between HOMO and LUMO**: 0.22232 Ha
**ΔE to the lowest compared entry with this formula, charge and spin**: 22.0 kcal per mole
**HOMO level**: -10.11 eV
**DFT total energy**: -58257.0071 eV
**Charge**: +1

Atoms and positions in Å:
Au 0.584 -0.368 -0.511
O 3.163 -1.157 4.398
C 3.476 0.154 4.467
C 4.423 0.626 5.365
C 4.690 1.979 5.456
C 3.995 2.887 4.670
C 3.083 2.434 3.746
C 2.825 1.063 3.597
C 1.976 0.559 2.551
O 1.515 1.387 1.534
N 1.740 -0.710 2.448
N 1.092 -1.297 1.523
C 0.724 -2.568 1.562
C 0.003 -3.119 0.497
C -0.439 -4.463 0.495
C -1.180 -4.931 -0.557
C -1.482 -4.068 -1.620
C -0.999 -2.782 -1.583
N -0.275 -2.312 -0.569
H 3.650 -1.644 5.079
H 4.962 -0.073 5.993
H 5.427 2.326 6.159
H 4.182 3.945 4.762
H 2.550 3.139 3.129
H 0.975 -3.145 2.442
H -0.178 -5.098 1.326
H -1.532 -5.950 -0.576
H -2.077 -4.400 -2.452
H -1.194 -2.092 -2.393
C 5.929 2.055 -2.009
C 5.483 1.451 -0.844
C 4.129 1.306 -0.607
C 3.211 1.775 -1.542
C 3.659 2.378 -2.716
C 5.016 2.511 -2.947
P 1.437 1.658 -1.183
C 0.603 1.787 -2.797
C -0.531 2.575 -2.973
C -1.238 2.519 -4.161
C -0.851 1.652 -5.167
C 0.249 0.829 -4.977
C 0.973 0.890 -3.800
C 1.035 3.267 -0.442
C 1.100 4.379 -1.256
C 0.504 5.581 -0.860
C -0.223 5.640 0.300
C -0.284 4.538 1.177
C -1.034 4.555 2.373
C -1.016 3.480 3.216
C -0.170 2.387 2.972
C 0.574 2.350 1.821
C 0.441 3.365 0.839
H 6.987 2.166 -2.186
H 6.191 1.083 -0.117
H 3.779 0.842 0.304
H 2.952 2.740 -3.450
H 5.362 2.965 -3.865
H -0.875 3.227 -2.183
H -2.109 3.141 -4.289
H -1.415 1.605 -6.088
H 0.531 0.126 -5.746
H 1.827 0.241 -3.643
H 1.570 4.317 -2.229
H 0.578 6.447 -1.498
H -0.767 6.533 0.566
H -1.605 5.438 2.618
H -1.630 3.474 4.103
H -0.081 1.601 3.706

***

(2)
C35H26N4O5Se4Zr | ωB97M-V with the def2-TZVPD basis set

Summary:
**Gap between HOMO and LUMO**: 0.19401 Ha
**ΔE to the lowest compared entry with this formula, charge and spin**: 47.1 kcal per mole
**HOMO level**: -1.23 eV
**DFT total energy**: -315588.1222 eV
**Charge**: -2

Atoms and positions in Å:
Zr -0.038 -0.281 0.212
O -2.551 -3.284 -2.327
C -1.633 -4.261 -2.312
C -2.029 -5.514 -2.791
C -1.159 -6.584 -2.767
C 0.134 -6.433 -2.268
C 0.545 -5.187 -1.835
C -0.313 -4.087 -1.862
C 0.185 -2.750 -1.471
O -0.683 -1.802 -1.240
N 1.470 -2.555 -1.395
N 1.649 -1.219 -1.065
C 2.743 -0.645 -1.376
C 2.875 0.798 -1.307
C 4.141 1.388 -1.401
C 4.290 2.753 -1.504
C 3.145 3.556 -1.559
C 1.886 3.003 -1.494
C 1.715 1.617 -1.332
O 0.500 1.113 -1.243
H -2.181 -2.501 -1.858
H -3.044 -5.616 -3.153
H -1.494 -7.551 -3.125
H 0.812 -7.276 -2.232
H 1.553 -5.025 -1.475
H 3.553 -1.240 -1.799
H 5.013 0.743 -1.380
H 5.276 3.198 -1.543
H 3.247 4.631 -1.643
H 0.994 3.614 -1.519
Se -2.046 1.545 1.277
Se -3.437 3.168 0.418
Se 0.479 3.137 3.638
Se 0.118 2.465 1.472
C 3.731 -1.666 3.341
C 2.984 -2.555 2.578
C 1.973 -2.077 1.762
C 1.656 -0.714 1.660
C 2.422 0.152 2.445
C 3.444 -0.313 3.270
H 4.518 -2.029 3.994
H 3.182 -3.621 2.629
H 1.421 -2.809 1.176
H 2.226 1.214 2.451
H 4.000 0.397 3.871
O -0.316 -2.449 3.639
C -1.257 -2.290 2.897
N -2.510 -2.834 3.121
C -3.415 -2.650 2.015
C -2.544 -1.693 1.170
O -2.922 -1.157 0.140
N -1.306 -1.567 1.698
C -3.638 -3.926 1.205
C -2.718 -4.968 1.263
C -2.923 -6.131 0.533
C -4.047 -6.259 -0.269
C -4.948 -5.209 -0.360
C -4.743 -4.047 0.369
C -4.729 -2.022 2.473
C -5.089 -0.714 2.177
C -6.273 -0.184 2.678
C -7.110 -0.955 3.468
C -6.758 -2.267 3.764
C -5.576 -2.793 3.268
H -2.638 -3.507 3.855
H -1.833 -4.867 1.878
H -2.190 -6.927 0.577
H -4.204 -7.165 -0.842
H -5.812 -5.287 -1.009
H -5.441 -3.223 0.288
H -4.458 -0.089 1.560
H -6.519 0.845 2.447
H -8.031 -0.538 3.856
H -7.403 -2.880 4.382
H -5.310 -3.821 3.490

***

(3)
C35H27As2N2O2S5Tc | ωB97M-V with the def2-TZVPD basis set

Summary:
**Gap between HOMO and LUMO**: 0.17459 Ha
**ΔE to the lowest compared entry with this formula, charge and spin**: 69.5 kcal per mole
**HOMO level**: -13.15 eV
**DFT total energy**: -221843.6189 eV
**Charge**: +2

Atoms and positions in Å:
Tc 0.234 0.234 -0.181
C 2.341 2.774 -0.968
O 1.102 2.351 -0.393
C 0.123 3.320 -0.311
C 0.371 4.683 -0.270
C -0.693 5.567 -0.176
C -2.002 5.108 -0.147
C -2.262 3.756 -0.193
C -1.200 2.846 -0.264
N -1.368 1.479 -0.293
N -2.516 0.983 -0.290
C -2.963 -0.249 -0.252
C -2.092 -1.409 -0.143
O -0.828 -1.199 -0.118
C -2.668 -2.691 -0.062
C -4.016 -2.873 -0.059
C -4.904 -1.779 -0.165
C -6.296 -1.979 -0.169
C -7.153 -0.917 -0.309
C -6.641 0.381 -0.424
C -5.285 0.606 -0.409
C -4.386 -0.464 -0.282
H 2.944 3.284 -0.211
H 2.152 3.437 -1.813
H 2.858 1.880 -1.333
H 1.375 5.073 -0.293
H -0.495 6.625 -0.121
H -2.816 5.809 -0.080
H -3.273 3.378 -0.168
H -1.986 -3.527 -0.001
H -4.424 -3.868 0.025
H -6.676 -2.982 -0.055
H -8.220 -1.076 -0.329
H -7.321 1.214 -0.505
H -4.899 1.608 -0.502
S 0.262 0.873 2.144
C 1.785 0.518 2.945
C 1.881 0.762 4.312
C 3.078 0.547 4.966
C 4.200 0.131 4.264
C 4.115 -0.103 2.901
C 2.900 0.067 2.236
As 2.565 -0.560 0.431
C 2.413 -2.475 0.783
C 2.994 -3.050 1.864
C 3.187 -4.465 1.949
C 2.792 -5.290 0.956
C 1.993 -4.796 -0.150
C 1.770 -3.311 -0.220
C 4.375 -0.564 -0.330
C 4.929 -1.735 -0.846
C 6.270 -1.767 -1.196
C 7.052 -0.632 -1.053
C 6.504 0.536 -0.542
C 5.168 0.572 -0.181
H 1.013 1.102 4.853
H 3.136 0.698 6.031
H 5.135 -0.027 4.777
H 4.992 -0.420 2.344
H 3.415 -2.435 2.651
H 3.761 -4.841 2.781
H 3.034 -6.342 0.967
H 2.002 -5.369 -1.074
H 1.619 -2.862 -1.204
H 4.325 -2.631 -0.942
H 6.705 -2.684 -1.563
H 8.094 -0.662 -1.328
H 7.120 1.412 -0.407
H 4.745 1.468 0.265
S -1.480 -2.223 -3.230
As 0.376 -2.851 -3.762
S 0.653 0.424 -2.542
S 0.308 -4.269 0.306
S 1.802 -1.071 -3.229

***

(4)
C35H27BrN10ORu | ωB97M-V with the def2-TZVPD basis set

Summary:
**Gap between HOMO and LUMO (alpha / beta)**: 0.23932 / 0.22835 Ha
**ΔE to the lowest compared entry with this formula, charge and spin**: 0.0 kcal per mole
**2S+1**: 2
**HOMO level (alpha / beta)**: -9.65 / -9.75 eV
**DFT total energy**: -126304.0694 eV
**Charge**: +1

Atoms and positions in Å:
Ru -0.233 -0.770 0.628
Br 7.405 8.904 3.330
C 6.865 7.160 2.850
C 6.350 6.931 1.581
C 5.900 5.668 1.246
C 5.973 4.634 2.179
C 6.534 4.868 3.433
C 6.978 6.133 3.774
N 5.456 3.344 1.953
N 5.127 3.089 0.784
C 4.076 2.211 0.517
C 3.948 1.848 -0.808
C 2.919 1.038 -1.286
C 1.959 0.568 -0.419
O 0.939 -0.171 -0.808
C 2.074 0.900 0.968
N 1.108 0.352 1.784
C 1.166 0.585 3.077
C 2.159 1.385 3.651
C 3.128 1.941 2.861
C 3.121 1.712 1.465
H 6.311 7.736 0.861
H 5.501 5.468 0.262
H 6.620 4.044 4.129
H 7.414 6.321 4.745
H 4.697 2.232 -1.489
H 2.855 0.772 -2.332
H 0.404 0.125 3.695
H 2.153 1.553 4.718
H 3.914 2.534 3.298
N -1.282 2.487 1.456
C -2.199 1.870 0.695
N -3.353 2.487 0.490
C -4.237 1.816 -0.250
N -5.437 2.365 -0.443
N -4.016 0.615 -0.831
C -2.844 0.092 -0.566
N -1.897 0.639 0.218
C -2.485 -1.185 -1.229
C -3.248 -1.695 -2.264
C -2.794 -2.825 -2.925
C -1.592 -3.391 -2.540
C -0.893 -2.832 -1.482
N -1.342 -1.764 -0.825
H -1.459 3.444 1.710
H -0.339 2.137 1.473
H -5.624 3.286 -0.086
H -6.101 1.904 -1.038
H -4.161 -1.190 -2.541
H -3.365 -3.246 -3.742
H -1.187 -4.256 -3.044
H 0.044 -3.246 -1.132
N -1.555 -1.190 2.324
C -2.407 -2.273 1.913
C -3.768 -2.092 1.765
C -4.547 -3.143 1.297
C -3.954 -4.358 1.001
C -2.584 -4.524 1.157
C -1.777 -3.486 1.611
C -0.295 -3.593 1.704
C 0.282 -4.823 2.027
C 1.655 -4.995 2.010
C 2.476 -3.915 1.718
C 1.917 -2.673 1.453
C 0.534 -2.481 1.421
H -2.101 -0.410 2.675
H -0.912 -1.534 3.033
H -4.221 -1.137 2.009
H -5.612 -3.007 1.172
H -4.556 -5.182 0.642
H -2.127 -5.471 0.900
H -0.356 -5.654 2.302
H 2.081 -5.965 2.227
H 3.551 -4.035 1.710
H 2.580 -1.835 1.266

***

(5)
C35H27FeN3O4P2Te | ωB97M-V with the def2-TZVPD basis set

Summary:
**Gap between HOMO and LUMO (alpha / beta)**: 0.27955 / 0.22251 Ha
**ΔE to the lowest compared entry with this formula, charge and spin**: 0.0 kcal per mole
**2S+1**: 6
**HOMO level (alpha / beta)**: -10.52 / -10.95 eV
**DFT total energy**: -109644.4136 eV
**Charge**: +1

Atoms and positions in Å:
Fe 1.477 -1.846 -1.298
O 5.844 -3.843 2.204
C 6.040 -2.596 1.790
O 6.763 -1.803 2.320
C 5.220 -2.189 0.561
C 5.593 -1.070 -0.098
N 4.656 -0.778 -0.995
N 3.683 -1.688 -0.993
C 3.969 -2.558 -0.014
C 2.939 -3.592 0.341
O 3.293 -4.416 1.157
O 1.792 -3.417 -0.222
H 5.050 -4.180 1.769
H 6.458 -0.418 0.025
H 4.713 -0.088 -1.717
Te -0.686 -1.099 2.606
C -1.227 0.889 3.110
C -2.555 1.094 3.464
C -2.946 2.376 3.811
N -2.081 3.388 3.804
C -0.836 3.203 3.412
C -0.348 1.943 3.106
C -0.761 -0.942 0.539
P -1.813 -2.254 -0.267
C -1.569 -1.858 -2.037
C -2.188 -0.804 -2.684
C -1.778 -0.462 -3.958
C -0.757 -1.134 -4.611
C -0.170 -2.231 -3.996
C -0.590 -2.572 -2.717
C -3.478 -1.686 0.098
C -3.768 -0.423 0.664
C -5.100 -0.063 0.901
C -6.107 -0.933 0.591
C -5.832 -2.194 0.067
C -4.522 -2.534 -0.192
P 0.318 0.102 -0.333
C 1.693 0.902 0.556
C 1.956 2.243 0.399
C 3.148 2.750 0.918
C 3.994 1.933 1.662
C 3.621 0.624 1.963
C 2.478 0.087 1.383
C -0.475 1.469 -1.228
C -0.132 1.817 -2.527
C -0.742 2.920 -3.132
C -1.774 3.576 -2.482
C -2.136 3.248 -1.203
C -1.437 2.179 -0.568
H -3.274 0.306 3.476
H -3.931 2.664 4.176
H -0.237 4.108 3.351
H 0.706 1.777 2.977
H -2.902 -0.203 -2.141
H -2.199 0.393 -4.470
H -0.528 -0.802 -5.618
H 0.640 -2.800 -4.459
H -0.216 -3.487 -2.310
H -2.996 0.310 0.872
H -5.314 0.936 1.286
H -7.121 -0.647 0.809
H -6.602 -2.871 -0.121
H -4.258 -3.520 -0.575
H 1.244 2.876 -0.105
H 3.368 3.831 0.789
H 4.924 2.306 2.070
H 4.180 0.059 2.686
H 2.220 -0.932 1.612
H 0.623 1.210 -3.026
H -0.356 3.308 -4.069
H -2.252 4.433 -2.940
H -2.908 3.778 -0.675
H -1.703 1.892 0.457

***

(6)
C35H27GeN4O2Tl | ωB97M-V with the def2-TZVPD basis set

Summary:
**Gap between HOMO and LUMO (alpha / beta)**: 0.22394 / 0.21732 Ha
**2S+1**: 2
**HOMO level (alpha / beta)**: -3.67 / -4.13 eV
**DFT total energy**: -108000.6149 eV
**Charge**: -1

Atoms and positions in Å:
Tl 0.584 1.396 -0.297
O 4.485 -0.745 -1.243
C 3.387 -0.172 -1.178
N 2.682 0.237 -0.129
C 3.111 -0.019 1.194
C 4.001 -1.042 1.526
C 4.293 -1.340 2.850
C 3.710 -0.606 3.867
C 2.844 0.431 3.557
C 2.529 0.741 2.236
N 1.584 1.723 1.896
C 1.350 2.738 2.705
O 1.861 3.051 3.792
C 0.240 3.660 2.221
C -0.502 4.359 3.175
C -1.527 5.177 2.755
C -1.781 5.293 1.392
C -0.986 4.572 0.521
N -0.001 3.774 0.921
C 2.759 0.134 -2.534
C 3.054 -0.720 -3.600
C 2.511 -0.451 -4.838
C 1.700 0.668 -4.990
C 1.472 1.459 -3.881
N 1.989 1.204 -2.682
H 4.461 -1.596 0.726
H 4.981 -2.144 3.073
H 3.927 -0.827 4.903
H 2.409 1.033 4.338
H -0.237 4.240 4.216
H -2.126 5.720 3.475
H -2.573 5.924 1.014
H -1.148 4.624 -0.549
H 3.715 -1.554 -3.419
H 2.717 -1.101 -5.679
H 1.250 0.918 -5.940
H 0.839 2.336 -3.947
C -2.060 -0.090 2.900
Ge -1.282 -0.404 1.142
C -0.606 -2.242 1.126
C -1.529 -3.289 1.135
C -1.106 -4.610 1.125
C 0.250 -4.902 1.111
C 1.176 -3.872 1.107
C 0.750 -2.550 1.115
C -2.706 -0.302 -0.205
C -3.893 0.301 0.121
C -4.915 0.500 -0.839
C -4.734 0.099 -2.124
C -3.523 -0.527 -2.518
C -3.313 -0.928 -3.862
C -2.144 -1.517 -4.240
C -1.132 -1.748 -3.284
C -1.314 -1.376 -1.985
C -2.511 -0.739 -1.558
H -2.915 -0.762 2.998
H -2.384 0.936 3.050
H -1.320 -0.335 3.656
H -2.591 -3.079 1.129
H -1.834 -5.411 1.123
H 0.581 -5.933 1.103
H 2.237 -4.085 1.102
H 1.491 -1.759 1.113
H -4.066 0.652 1.129
H -5.841 0.980 -0.543
H -5.508 0.252 -2.866
H -4.101 -0.753 -4.585
H -1.988 -1.814 -5.270
H -0.201 -2.212 -3.582
H -0.532 -1.576 -1.269

***

> What is the DFT total energy in the second record?

-315588.1222 eV